Entry 1:
Entry from the OMol25 dataset: a structure of composition C34H44N9O10P2S2Y at a distorted geometry (ωB97M-V with the def2-TZVPD basis set).

Atoms and positions in Å:
Y (-1.64146, -0.57565, -0.44054)
S (1.34235, -0.89381, -0.16153)
S (-0.06879, 2.06686, -0.27801)
P (-2.75681, 0.92518, 1.81930)
P (-4.66214, -1.38190, 0.93794)
O (-2.17749, 0.92574, -2.16734)
O (-3.55361, -2.37912, 1.69576)
O (-3.79533, -0.95089, -0.30364)
O (1.98898, -5.59547, -1.66344)
O (-2.94669, 1.73037, 0.56959)
O (-4.19688, -3.03912, 2.79658)
O (-1.66217, -0.11624, 1.70970)
O (-2.51458, 1.86565, 3.07742)
O (0.80852, -3.12429, -6.18815)
O (-2.44889, 2.83453, -3.32095)
N (2.17058, -5.76461, 0.58923)
N (-0.69403, 1.58767, -3.77259)
N (-5.37336, 1.17751, 1.48553)
N (-1.36588, -3.14855, -0.09666)
N (1.37141, -4.21547, -4.28673)
N (3.31514, 0.58274, 0.78868)
N (0.13316, 0.48426, -3.60139)
N (-1.81319, -1.84327, -2.58605)
N (2.45047, 2.82430, -0.60298)
C (1.57955, 1.87768, -0.28639)
C (0.08501, -5.02152, -0.42665)
C (-2.97666, -2.22982, -4.63220)
C (-3.60970, 3.12923, -2.51875)
C (3.92847, -0.58777, 1.45379)
C (-0.70192, -2.93219, -4.40452)
C (3.87746, 2.61298, -0.36689)
C (1.50328, -5.50386, -0.55073)
C (1.09668, 5.28319, 1.03752)
C (2.16265, 0.53945, 0.15523)
C (3.38838, 6.82401, 1.34350)
C (-0.95398, -5.76617, -0.96365)
C (2.64698, -0.93558, 3.57430)
C (4.64671, 0.24839, 5.09020)
C (2.35590, 6.92591, 2.26365)
C (-1.79943, 1.72445, -3.02223)
C (-2.91497, -1.74718, -3.33454)
C (-0.17476, -3.73864, 0.03094)
C (-1.84501, -2.80066, -5.18477)
C (-0.73865, -2.44455, -3.11089)
C (4.03414, 1.85446, 0.92214)
C (-2.37022, -3.89547, -0.57414)
C (-4.80810, -0.13568, 3.51337)
C (2.13678, 5.16292, 0.11907)
C (3.80089, -0.46904, 2.95067)
C (4.80084, 0.11898, 3.71768)
C (2.49336, -0.80896, 4.94635)
C (0.56246, -3.44718, -5.04255)
C (3.49201, -0.21378, 5.70442)
C (3.27579, 5.94802, 0.27371)
C (-4.41555, 0.15130, 2.07641)
C (2.03786, 4.18034, -1.02027)
C (-2.22083, -5.20559, -0.98740)
C (1.20860, 6.16083, 2.10488)
H (-3.07326, -5.75266, -1.36391)
H (3.37698, -0.12177, 6.77593)
H (-1.97621, 1.48122, 3.78297)
H (-4.11453, -0.85622, 3.94497)
H (2.43751, 7.61468, 3.09341)
H (4.96915, -0.63543, 1.13127)
H (0.14546, -2.49094, -2.48200)
H (3.41442, -1.47024, 1.08857)
H (-0.50049, 2.30197, -4.45906)
H (4.32148, 2.06664, -1.20385)
H (4.27259, 7.43792, 1.44804)
H (-5.80504, -0.57704, 3.57675)
H (-1.82460, -3.14174, -6.21180)
H (1.86885, -1.40037, 2.97985)
H (-4.32824, -3.93398, 2.44831)
H (2.22232, -4.54753, -4.71130)
H (3.10644, -6.13326, 0.52121)
H (0.19732, 4.69432, 0.91008)
H (5.72098, 0.45336, 3.25234)
H (0.19400, -0.04262, -4.46534)
H (-3.36156, 3.04572, -1.46313)
H (-0.77239, -6.75857, -1.35621)
H (-3.76552, -1.26762, -2.86569)
H (1.14363, -4.56759, -3.36975)
H (-3.32773, -3.40070, -0.66355)
H (5.07978, 1.62786, 1.11658)
H (2.69630, 4.46979, -1.84100)
H (0.39321, 6.25648, 2.80937)
H (1.05709, 0.78514, -3.31929)
H (5.43384, 0.69638, 5.68102)
H (4.06868, 5.90717, -0.46533)
H (-3.88950, -2.13201, -5.20218)
H (1.60016, -1.18547, 5.42679)
H (4.35747, 3.58447, -0.29215)
H (3.63933, 2.42136, 1.76879)
H (-6.20859, 0.73026, 1.09462)
H (1.69056, -5.82629, 1.46994)
H (-4.83788, 1.66463, 0.73712)
H (-4.41439, 2.44309, -2.77841)
H (0.62054, -3.15470, 0.47498)
H (-3.88238, 4.14531, -2.78214)
H (1.01985, 4.10392, -1.39337)
H (-4.78370, 0.77103, 4.12202)
H (-5.67525, 1.85916, 2.18353)

The calculation puts the frontier orbital gap at 7.896 eV. The total energy comes out at -4084.5383 hartree. The total charge is +2. Its largest force on an atom is 0.02875 hartree/bohr. For the highest occupied orbital energy, the calculation gives -13.27 eV. Its LUMO energy is -0.197 Eh. As for the molecular weight: 953.77 g mol⁻¹. The energy above the lowest of the compared OMol25 structures with the same formula, charge and spin is 129.3 kcal/mol.

Atomic partial charges in e from the Mulliken method, atoms 1 to 4: Y 1.43; S -0.43; S -0.28; P 0.21

***

Entry 2:
Entry from the OMol25 dataset: a structure of composition C34H45BrClF9N4O5SSi2TeTi (ωB97M-V with the def2-TZVPD basis set).

Atoms and positions in Å:
Te (-0.36738, -0.49720, 1.39541)
Br (1.94647, -7.94700, -1.26196)
Ti (0.73164, 0.38485, -1.23734)
Cl (-5.51889, 0.37351, 4.86403)
S (-1.83598, 0.82394, -1.38934)
Si (-1.10993, 2.71294, 2.67451)
Si (1.15723, -1.65861, 4.10782)
F (1.43557, 0.78233, -6.66222)
F (3.76042, 1.55822, -3.30440)
F (3.31259, 2.25906, -5.30209)
F (0.45071, 2.35636, -5.55594)
F (3.46145, -0.48880, -5.32962)
F (1.59413, -1.50958, -4.92211)
F (-0.30865, 0.34618, -5.47129)
F (2.93654, -1.02707, -3.30550)
F (2.21406, 3.02958, -3.60860)
O (0.90149, 0.73279, -3.16967)
O (0.63220, 3.58573, -0.71246)
O (1.47470, -2.73474, 0.14120)
O (3.40733, -0.94171, -0.20965)
O (0.51334, -1.67458, -1.56420)
N (2.67039, 0.21953, -0.47033)
N (-1.38235, 3.27719, -2.53762)
N (-2.66804, 1.95019, -3.73213)
N (1.34231, 2.39458, -0.70968)
C (-3.99371, -1.63865, 3.78026)
C (2.60775, 2.53518, -0.33964)
C (1.30745, -5.16806, -1.21885)
C (2.70877, -1.58831, 5.18131)
C (-1.75785, 3.93310, -3.68225)
C (-3.14414, -2.75505, 0.30702)
C (0.92384, -2.70834, -0.97227)
C (-5.09277, -0.19145, 2.20682)
C (1.32744, -0.41893, 2.72334)
C (0.73892, 3.04823, 2.63956)
C (2.75662, 1.92656, -4.11471)
C (-1.96525, 3.81666, 1.42944)
C (1.13962, -6.34584, -1.91902)
C (-4.54645, -0.89819, 1.16321)
C (-0.01571, -4.04152, -2.88394)
C (2.43790, -0.57767, -4.45119)
C (0.40201, -6.40520, -3.08964)
C (0.80965, 1.06916, -5.50060)
C (4.75936, 1.33822, 0.29041)
C (-1.92696, 2.06841, -2.59062)
C (1.69266, 0.78521, -4.24183)
C (-4.82467, -0.54944, 3.52911)
C (3.33998, 1.33553, -0.18614)
C (-1.73283, 3.13311, 4.40201)
C (-3.68301, -2.04259, 1.35520)
C (-3.43700, -2.35673, 2.74457)
C (0.95820, -3.40034, 3.45732)
C (-3.39520, 0.77881, -4.16283)
C (3.24627, 3.86787, -0.09259)
C (-0.17923, -5.23733, -3.56522)
C (-2.55964, 3.13355, -4.43196)
C (0.72828, -4.00497, -1.71252)
C (-0.31941, -1.18877, 5.15886)
C (-1.61951, 0.94160, 2.33310)
H (1.20355, 2.85230, 3.61014)
H (-3.00626, 0.42152, -5.11750)
H (-2.45883, 0.96435, 1.63063)
H (2.84899, -0.58880, 5.60167)
H (-2.78828, -3.19629, 2.97602)
H (-0.10735, 3.45876, -1.37910)
H (-1.51289, 4.17307, 4.66148)
H (0.63730, -4.07829, 4.25311)
H (-5.72678, 0.66590, 2.00452)
H (-4.45904, 1.00227, -4.26344)
H (-1.59969, 3.60135, 0.42297)
H (2.71675, -1.62526, -0.05098)
H (-2.81234, 2.97829, 4.47533)
H (1.40856, 0.59750, 3.11019)
H (-3.30438, -2.43659, -0.71651)
H (-1.42518, 4.93667, -3.89262)
H (-0.24177, -0.15759, 5.51544)
H (5.06669, 0.33029, 0.54947)
H (1.87268, -5.12059, -0.29863)
H (-1.25808, 2.48934, 5.14799)
H (0.28263, -7.34309, -3.61419)
H (0.92031, 4.09342, 2.37664)
H (-0.76492, -5.26806, -4.47529)
H (-3.04270, 3.27949, -5.38285)
H (1.89460, -3.77615, 3.03859)
H (-1.24154, -1.27778, 4.57802)
H (3.59570, -1.83260, 4.59108)
H (-0.45805, -3.12061, -3.23950)
H (3.43352, 4.02676, 0.97391)
H (2.20151, -0.60327, 2.09528)
H (-1.78472, 4.87428, 1.64303)
H (2.64928, -2.29799, 6.01141)
H (4.87223, 1.98389, 1.16425)
H (-3.26094, 0.00547, -3.41025)
H (-0.40833, -1.84236, 6.03111)
H (-2.01718, 0.45510, 3.22647)
H (5.43309, 1.71702, -0.48554)
H (-3.78081, -1.91909, 4.80715)
H (2.59462, 4.66076, -0.44581)
H (1.23137, 2.43459, 1.88328)
H (4.20631, 3.92949, -0.61090)
H (-2.46619, -3.58345, 0.47899)
H (-3.04346, 3.63831, 1.44354)
H (-4.75297, -0.58006, 0.14647)
H (0.21021, -3.42379, 2.66242)

The calculation puts the frontier orbital gap at 3.755 eV. The total energy comes out at -7945.7274 hartree. The total charge is -2. Its largest force on an atom is 0.01147 hartree/bohr. Its multiplicity is 3. For the highest occupied orbital energy, the calculation gives -0.13 eV. Its LUMO energy is 0.133 Eh. As for the molecular weight: 1139.80 g mol⁻¹. The energy above the lowest of the compared OMol25 structures with the same formula, charge and spin is 0.0 kcal/mol.

Atomic partial charges in e from the Mulliken method, atoms 1 to 4: Te -0.75; Br -0.26; Ti 0.47; Cl -0.36